Record 1
{"formula": "C10H13N5S5SbTi", "method": "the ωB97M-V functional and the def2-TZVPD basis", "symbols": ["Sb", "Ti", "S", "S", "S", "S", "S", "N", "N", "N", "N", "N", "C", "C", "C", "C", "C", "C", "C", "C", "C", "C", "H", "H", "H", "H", "H", "H", "H", "H", "H", "H", "H", "H", "H"], "positions_angstrom": [[-4.42165, -14.32826, 7.95489], [-3.56467, -13.21368, 4.95173], [-5.52747, -13.22192, 6.10731], [-2.30432, -13.74013, 6.84663], [-4.16256, -16.66262, 7.92900], [-2.09341, -14.28114, 3.09127], [-4.82475, -12.94579, 9.75779], [-1.19965, -16.37533, 4.57768], [-4.97958, -12.44759, 3.20237], [-3.45014, -15.95089, 4.63473], [-4.48640, -15.08715, 4.27105], [-3.08440, -11.19664, 4.68031], [-3.90249, -8.92571, 3.99671], [-2.26853, -15.60105, 4.20181], [-2.21164, -9.06787, 5.64508], [-3.07436, -8.26216, 4.95181], [-2.22020, -10.49037, 5.43856], [-5.77215, -10.25291, 2.29751], [-5.56305, -8.86551, 2.18986], [-3.98191, -10.37192, 3.96216], [-4.93672, -10.98682, 3.14496], [-4.66745, -8.20353, 3.04108], [-6.07578, -8.33255, 1.41206], [-4.51980, -15.00247, 3.24146], [-4.66327, -7.11455, 3.15212], [-5.35516, -15.34627, 4.78276], [-3.22420, -7.16343, 5.07963], [-0.28668, -16.05408, 4.34664], [-1.61625, -8.65887, 6.45579], [-1.50833, -11.09779, 5.91364], [-5.97140, -12.73375, 3.28708], [-6.55461, -10.80216, 1.79693], [-3.46667, -16.34767, 5.68799], [-4.53944, -12.88045, 2.39547], [-1.34300, -17.18610, 5.20764]], "forces_ev_per_angstrom": [[0.3, -0.1, 2.0], [-0.5, -0.3, 1.6], [-0.3, 0.5, -0.2], [-0.3, 0.6, -1.4], [-0.3, 1.4, -0.9], [0.0, 0.0, 0.7], [0.3, -1.0, -1.3], [-2.5, 0.4, 0.1], [-0.4, 0.4, 0.7], [-0.2, -1.8, 2.5], [-0.5, 0.5, 0.1], [-0.2, 3.0, 0.2], [-0.5, -0.7, -0.8], [3.2, -1.2, -0.7], [-0.4, -0.4, 0.3], [-0.5, -0.5, -0.4], [-1.0, 0.4, -0.7], [1.3, -0.3, 1.2], [0.7, 0.1, 0.6], [0.7, 0.5, 0.0], [-0.3, 0.1, -0.6], [-0.9, -0.7, 0.5], [-0.4, 0.3, 0.1], [-0.5, -0.8, 0.6], [0.1, -0.4, -0.6], [0.7, 0.1, -0.9], [0.6, -1.1, 0.0], [0.5, 0.0, 0.0], [0.2, -0.3, -0.3], [0.9, -0.5, 0.9], [0.9, -0.1, -0.1], [0.0, 0.2, -0.5], [-0.8, 0.6, -1.6], [-0.3, 0.2, -0.3], [0.3, 0.9, -0.7]], "total_charge": 1, "e_lumo_ev": -4.92}

Record 2
{"formula": "C11H15N", "method": "the ωB97M-V functional and the def2-TZVPD basis", "symbols": ["N", "C", "C", "C", "C", "C", "C", "C", "C", "C", "C", "C", "H", "H", "H", "H", "H", "H", "H", "H", "H", "H", "H", "H", "H", "H", "H"], "positions_angstrom": [[0.83425, 1.10607, -0.84796], [0.49210, 0.94962, 1.61609], [0.76528, -1.82572, 1.16220], [0.79772, -1.07258, -1.36380], [0.72289, -1.32733, 2.43897], [0.89933, -2.40802, -1.97701], [0.78294, 0.41628, 0.34498], [-2.99681, 1.87015, 0.10674], [0.82588, 0.17831, -1.87392], [-2.64515, 2.07707, -1.33539], [0.73874, -0.95162, 0.07130], [0.43349, 0.05562, 2.65236], [-3.07678, 1.36822, -2.03971], [-2.44425, 2.54067, 0.76357], [0.32226, -2.76548, -2.84637], [0.87835, -1.92491, 3.32618], [0.94238, -2.88908, 1.04551], [-4.05532, 2.08535, 0.29606], [1.88169, -2.85463, -2.15727], [0.86401, 0.53778, -2.88881], [0.24433, 2.00166, 1.68201], [-2.91825, 0.87738, 0.53617], [-0.11640, 0.17953, 3.57907], [0.42466, -3.23294, -1.41484], [-2.86802, 3.04614, -1.79748], [1.16134, 2.05436, -0.85788], [-1.56815, 2.08345, -1.52839]], "forces_ev_per_angstrom": [[-0.1, -0.4, 0.6], [0.1, -0.2, -0.3], [0.8, -0.8, 0.4], [-0.2, -1.0, 0.4], [-0.3, 1.0, -0.3], [-0.8, -3.0, -0.9], [-0.7, 0.5, 0.3], [-1.1, 0.6, 0.8], [0.5, 0.7, -0.3], [1.0, 0.3, -1.5], [0.5, 0.8, -0.1], [-0.6, -1.2, 0.0], [-0.1, -0.3, 0.2], [0.1, 0.0, 0.0], [0.2, 1.6, -0.7], [-0.3, -0.4, -0.2], [-0.2, 0.0, -0.3], [0.0, 0.3, -0.2], [0.3, 0.7, 0.1], [0.1, -0.2, -0.1], [0.0, 0.0, 0.3], [0.6, -0.4, -0.5], [0.7, 1.0, 0.3], [0.3, 0.7, 1.2], [-0.7, 0.2, 0.7], [-0.2, 0.1, -0.5], [0.1, -0.6, 0.3]], "smiles": "Cc1c[nH]c2ccccc12.CC", "e_lumo_ev": 0.90}

Record 3
{"formula": "C7H20FeN8O2", "method": "the ωB97M-V functional and the def2-TZVPD basis", "symbols": ["Fe", "O", "O", "N", "N", "N", "N", "N", "N", "N", "N", "C", "C", "C", "C", "C", "C", "C", "H", "H", "H", "H", "H", "H", "H", "H", "H", "H", "H", "H", "H", "H", "H", "H", "H", "H", "H", "H"], "positions_angstrom": [[0.10997, 0.20163, 0.55616], [-1.62400, -1.05105, 3.61462], [-0.44827, 0.39102, 2.49577], [-1.10070, -0.70712, 2.61734], [-2.38618, -3.17280, 2.19979], [-1.06641, -1.34348, 1.42282], [1.16897, 1.92816, 1.05688], [-0.50487, 1.22971, -1.11326], [-0.92719, -2.42281, -0.98275], [-1.64590, -3.06670, 0.03553], [1.78972, -0.23876, -0.61470], [0.80660, 2.98071, 0.06017], [2.56041, 1.36892, 1.05988], [1.34971, -0.16154, -2.04762], [0.46775, 1.06321, -2.24716], [2.87444, 0.74903, -0.28119], [-1.72189, -2.54765, 1.25948], [-0.54021, 2.62720, -0.54899], [-2.46952, -2.80615, 3.13762], [2.90517, 1.50702, -1.06060], [0.69339, 3.95803, 0.53136], [-2.84671, -4.05457, 2.00855], [2.22324, -0.09849, -2.69859], [-0.21387, -3.07075, -1.31355], [3.85263, 0.27156, -0.24361], [-0.07388, 0.99841, -3.19002], [1.07380, 1.96324, -2.30525], [2.53468, 0.58202, 1.82412], [2.14878, -1.17668, -0.43923], [-1.44203, 0.98254, -1.42755], [0.96173, 2.26474, 1.99625], [-2.10283, -3.94975, -0.16339], [-0.85393, 3.34895, -1.30462], [-1.56531, -2.26287, -1.76057], [1.60149, 3.08137, -0.67312], [0.82647, -1.08263, -2.28735], [3.29490, 2.10683, 1.38538], [-1.30516, 2.61571, 0.23366]], "forces_ev_per_angstrom": [[-0.2, -0.7, -0.3], [0.0, 0.0, 0.0], [0.0, 0.0, 0.1], [-0.1, -0.1, 0.1], [0.0, 0.0, 0.0], [0.1, 0.1, 0.0], [0.2, 0.1, -0.2], [0.0, 0.2, 0.1], [0.0, 0.0, 0.0], [0.0, 0.0, 0.0], [0.1, -0.1, 0.0], [-0.1, 0.3, 0.1], [-0.2, 0.1, 0.3], [0.1, 0.0, 0.1], [0.0, 0.0, -0.1], [0.0, 0.2, 0.2], [0.0, 0.0, 0.0], [-0.1, -0.1, -0.1], [0.0, 0.0, 0.0], [0.1, -0.1, -0.1], [0.2, -0.1, 0.2], [0.0, 0.0, 0.0], [0.0, 0.0, 0.0], [0.0, 0.0, 0.0], [0.0, -0.1, -0.1], [0.0, 0.0, 0.0], [0.0, 0.0, 0.0], [0.2, 0.1, 0.1], [0.0, 0.0, 0.0], [0.0, 0.0, 0.0], [-0.1, -0.1, 0.0], [0.0, 0.0, 0.0], [0.1, 0.0, 0.0], [0.0, 0.0, 0.0], [0.0, 0.0, 0.0], [-0.1, 0.0, 0.0], [0.0, 0.1, -0.2], [0.0, 0.1, 0.0]], "spin_multiplicity": 6, "total_charge": 3, "e_lumo_ev": [-10.84, -12.96]}

Record 4
{"formula": "C3H9N", "method": "the ωB97M-V functional and the def2-TZVPD basis", "symbols": ["N", "C", "C", "C", "H", "H", "H", "H", "H", "H", "H", "H", "H"], "positions_angstrom": [[-0.47608, -0.66900, 0.25651], [0.23297, 0.07500, -0.76944], [0.36110, -0.98641, 1.41390], [-0.27854, 1.52166, -0.91032], [-0.42770, 1.82679, -1.95622], [0.41465, 2.26205, -0.49770], [1.23421, -1.59832, 1.13956], [0.76698, -0.06288, 1.84976], [-1.24408, 1.58460, -0.41157], [1.31159, 0.09898, -0.56106], [0.22349, -0.45522, -1.72482], [-0.80000, -1.54745, -0.12942], [-0.22054, -1.49334, 2.17907]], "forces_ev_per_angstrom": [[0.1, -0.2, 0.3], [0.7, 0.4, -0.2], [0.3, 0.4, -0.3], [0.0, 0.0, -0.3], [0.0, -0.2, 0.0], [-0.1, -0.1, 0.2], [0.0, 0.0, 0.1], [-0.1, -0.1, -0.1], [0.0, 0.2, 0.1], [-0.1, 0.0, 0.2], [-0.5, -0.1, -0.1], [0.0, -0.1, -0.1], [-0.1, -0.2, 0.1]], "spin_multiplicity": 2, "total_charge": -1, "e_lumo_ev": [4.56, 4.53]}

Record 5
{"formula": "C4H12N2O", "method": "the ωB97M-V functional and the def2-TZVPD basis", "symbols": ["O", "N", "N", "C", "C", "C", "C", "H", "H", "H", "H", "H", "H", "H", "H", "H", "H", "H", "H"], "positions_angstrom": [[2.38268, -1.24025, 0.54750], [-1.44580, 0.91533, 0.55128], [-0.81266, -1.12831, -1.30645], [0.13738, -0.71773, -0.26380], [-0.09507, 0.73018, 0.08398], [1.60717, -0.95803, -0.60505], [-1.85820, 2.21521, 1.02604], [0.59771, 0.98122, 0.90295], [2.69983, -0.40983, 0.91247], [2.03351, -0.09577, -1.14321], [0.13504, 1.39738, -0.76339], [-2.12264, 0.45517, -0.04296], [-1.62181, 3.02673, 0.33523], [-2.93155, 2.16746, 1.16587], [-1.30255, 2.49204, 1.93001], [-0.49697, -0.73456, -2.19061], [-0.75045, -2.13275, -1.43856], [-0.05335, -1.29460, 0.65021], [1.76903, -1.77320, -1.31039]], "forces_ev_per_angstrom": [[0.1, 0.1, 0.1], [-0.1, -0.5, 0.4], [0.4, 0.0, -0.1], [0.1, -0.4, -0.1], [-0.4, 0.5, 0.5], [0.5, 0.4, -0.5], [0.7, -0.2, -0.4], [-0.1, 0.1, -0.2], [0.0, -0.1, 0.1], [-0.2, 0.1, 0.2], [0.2, -0.1, -0.2], [0.2, 0.2, -0.1], [-0.2, 0.2, -0.4], [-0.1, 0.3, 0.4], [-0.4, -0.3, 0.2], [-0.2, 0.1, 0.0], [-0.1, 0.0, 0.1], [-0.2, 0.0, -0.3], [-0.4, -0.4, 0.2]], "smiles": "CNC[C@@H](N)CO", "e_lumo_ev": 0.91}

Record 6
{"formula": "CH2NO3PS", "method": "the ωB97M-V functional and the def2-TZVPD basis", "symbols": ["S", "P", "O", "O", "O", "N", "C", "H", "H"], "positions_angstrom": [[1.08468, -2.02036, -0.65254], [0.74801, 0.58896, 0.61407], [0.78469, 0.15717, 2.03826], [-0.46882, 1.69925, 0.51689], [1.94466, 1.31943, 0.00656], [-1.31487, -0.62352, -1.02999], [0.01609, -0.76259, -0.41489], [-1.62187, -1.43306, -1.66994], [-1.17259, 1.07471, 0.59158]], "forces_ev_per_angstrom": [[0.4, -1.1, -0.3], [1.3, 2.5, -0.3], [0.1, -0.7, 0.4], [0.6, 0.4, -0.1], [-1.1, -1.3, 0.3], [3.7, -0.4, 1.9], [-4.8, 0.1, -3.2], [1.5, 0.9, 1.5], [-1.8, -0.3, -0.1]], "total_charge": -2, "smiles": "[H]/N=C(\\[S-])[P@](=O)([O-])O", "e_lumo_ev": 6.12}